Below is a cluster of 4 separate species, C35H67NO8S in total in a non-equilibrium geometry, with properties calculated with wB97M-V/def2-TZVPD.

Computed properties:
DFT total energy, eV: -66069.578
Total charge: 0

Geometry (Å):
C: -2.552 7.490 2.461
C: -1.062 7.499 3.200
C: -0.557 5.992 3.659
C: 0.268 5.191 2.452
C: 1.783 4.822 2.966
C: 2.123 3.197 2.946
C: 3.414 2.858 1.990
C: 4.523 1.850 2.653
C: 3.984 0.339 2.986
C: 2.822 -0.226 1.979
C: 2.998 -1.823 1.568
C: 3.531 -2.776 2.791
C: 2.500 -2.917 4.061
C: 1.292 -3.949 3.552
C: 0.005 -3.004 3.058
C: -1.236 -3.036 4.143
C: -2.325 -1.787 3.923
C: -2.145 -1.044 2.472
C: -3.279 0.098 2.138
C: -3.589 -0.027 0.510
C: -2.312 0.363 -0.442
O: -3.007 0.874 -1.669
C: -3.727 -0.244 -2.339
N: -3.945 -1.315 -3.071
C: -1.154 -0.751 -0.772
O: 0.151 -0.133 -1.177
S: -0.104 1.556 -1.118
O: -0.312 1.899 -2.633
O: 1.081 2.481 -0.752
O: -1.496 1.572 -0.090
H: -2.547 6.894 1.447
H: -3.407 7.137 3.184
H: -2.807 8.624 2.193
H: -1.228 8.117 4.208
H: -0.275 8.098 2.574
H: 0.113 6.114 4.621
H: -1.506 5.355 3.930
H: 0.352 5.988 1.568
H: -0.334 4.288 2.008
H: 2.527 5.457 2.292
H: 2.009 5.175 4.082
H: 1.179 2.690 2.421
H: 2.201 2.728 4.018
H: 3.975 3.898 1.816
H: 3.106 2.502 0.894
H: 4.830 2.331 3.701
H: 5.519 1.737 2.041
H: 3.543 0.340 4.084
H: 4.954 -0.356 3.028
H: 2.704 0.358 0.972
H: 1.797 -0.168 2.588
H: 1.930 -2.206 1.197
H: 3.688 -1.834 0.607
H: 3.653 -3.870 2.329
H: 4.580 -2.494 3.224
H: 2.073 -1.899 4.454
H: 3.033 -3.446 4.975
H: 0.921 -4.666 4.426
H: 1.635 -4.633 2.649
H: 0.460 -1.903 2.985
H: -0.333 -3.270 1.946
H: -0.725 -2.947 5.217
H: -1.828 -4.070 4.110
H: -2.301 -1.044 4.854
H: -3.390 -2.316 3.923
H: -2.264 -1.898 1.647
H: -1.096 -0.536 2.305
H: -4.237 -0.002 2.804
H: -2.782 1.158 2.342
H: -3.977 -1.139 0.350
H: -4.436 0.762 0.288
H: -0.787 -1.484 0.075
H: -1.328 -1.513 -1.673
C: 2.718 0.783 -3.403
C: 3.415 1.243 -4.658
C: 4.866 1.248 -4.231
O: 5.012 0.221 -3.240
C: 3.705 -0.216 -2.841
H: 1.730 0.352 -3.582
H: 2.604 1.627 -2.712
H: 3.263 0.507 -5.457
H: 3.073 2.216 -5.020
H: 5.141 2.201 -3.767
H: 5.549 1.055 -5.063
H: 3.543 -1.214 -3.263
H: 3.656 -0.286 -1.751
C: 0.937 -0.780 -7.115
C: -0.408 -1.285 -7.569
C: -0.039 -2.147 -8.757
O: 1.271 -2.673 -8.498
C: 1.828 -1.975 -7.375
H: 0.955 -0.454 -6.072
H: 1.249 0.062 -7.744
H: -0.857 -1.903 -6.783
H: -1.113 -0.489 -7.823
H: 0.015 -1.556 -9.677
H: -0.742 -2.971 -8.911
H: 1.829 -2.663 -6.522
H: 2.861 -1.690 -7.594
C: -5.529 -5.386 -0.277
C: -5.119 -4.361 -1.303
C: -5.977 -3.174 -0.924
O: -6.186 -3.246 0.493
C: -5.749 -4.533 0.953
H: -4.786 -6.174 -0.122
H: -6.471 -5.858 -0.579
H: -4.059 -4.112 -1.176
H: -5.272 -4.687 -2.335
H: -6.958 -3.221 -1.409
H: -5.508 -2.219 -1.179
H: -4.816 -4.390 1.509
H: -6.497 -4.956 1.629

Below is a structure of composition C35H69Br15N3O3P2 in a non-equilibrium geometry, with properties calculated with wB97M-V/def2-TZVPD.

Computed properties:
DFT total energy, eV: -1117228.573
Total charge: +1

Geometry (Å):
C: -0.789 2.589 1.380
C: -1.958 2.313 0.852
C: -3.358 2.091 0.106
P: -4.545 3.416 0.890
O: -5.485 4.189 -0.340
Br: -3.299 5.050 1.927
C: -3.885 0.668 0.736
N: -4.560 -0.223 -0.260
C: -5.362 0.741 -1.101
N: -6.691 0.722 -0.874
P: -7.458 -0.437 0.253
C: -9.091 0.463 0.746
O: -7.814 -1.940 -0.504
N: -4.623 1.606 -1.979
C: -5.109 1.821 -3.324
C: -4.693 0.718 -4.476
C: -3.275 1.027 -5.188
C: -4.911 -0.811 -4.017
C: -3.318 2.107 -1.502
C: -2.192 1.004 -1.995
C: -2.912 3.481 -2.211
C: -1.701 4.341 -1.658
C: -0.226 3.705 -1.773
C: 0.379 3.642 -3.272
C: 1.705 2.686 -3.199
C: 1.222 1.151 -3.300
C: 2.484 0.111 -3.302
C: 1.925 -1.287 -2.652
O: 2.139 -1.171 -1.219
C: 0.939 -1.442 -0.450
H: 0.193 2.701 1.957
H: -6.375 3.772 -0.411
H: -3.021 0.072 1.228
H: -4.646 0.873 1.593
H: -3.908 -0.768 -0.840
H: -7.285 1.425 -1.344
H: -9.973 0.000 0.176
H: -9.228 0.484 1.885
H: -8.985 1.574 0.406
H: -7.525 -2.640 0.144
H: -6.276 1.701 -3.297
H: -4.973 2.839 -3.842
H: -5.491 0.900 -5.311
H: -3.393 0.680 -6.296
H: -3.034 2.152 -5.219
H: -2.441 0.379 -4.738
H: -3.989 -1.330 -3.578
H: -5.201 -1.423 -4.967
H: -5.852 -0.870 -3.335
H: -1.653 0.486 -1.127
H: -2.727 0.148 -2.580
H: -1.471 1.473 -2.778
H: -2.660 3.211 -3.320
H: -3.835 4.189 -2.307
H: -1.671 5.342 -2.259
H: -1.833 4.671 -0.552
H: -0.126 2.667 -1.265
H: 0.480 4.408 -1.167
H: -0.368 3.264 -4.063
H: 0.758 4.710 -3.517
H: 2.513 2.972 -3.966
H: 2.143 2.861 -2.138
H: 0.553 0.816 -2.417
H: 0.575 1.058 -4.262
H: 3.310 0.526 -2.608
H: 2.890 -0.050 -4.363
H: 0.823 -1.387 -2.969
H: 2.483 -2.203 -3.077
H: 0.955 -0.730 0.473
H: 0.924 -2.524 -0.018
H: -0.047 -1.214 -1.002
Br: 5.401 1.151 -1.726
C: 5.911 0.720 0.105
C: 4.750 0.134 0.870
Br: 3.484 1.520 1.405
H: 6.306 1.635 0.549
H: 6.717 -0.010 0.011
H: 5.093 -0.312 1.806
H: 4.187 -0.608 0.302
Br: 0.406 6.124 6.657
C: -1.047 7.341 6.200
C: -1.663 6.982 4.870
Br: -0.534 7.561 3.389
H: -0.637 8.351 6.229
H: -1.776 7.226 7.005
H: -2.608 7.511 4.729
H: -1.828 5.911 4.745
Br: 6.019 -3.300 -1.376
C: 7.544 -3.991 -0.377
C: 7.818 -3.154 0.848
Br: 8.710 -1.485 0.376
H: 8.385 -4.034 -1.070
H: 7.260 -5.006 -0.093
H: 8.512 -3.667 1.517
H: 6.916 -2.888 1.400
Br: -0.593 0.351 2.647
C: -0.062 -0.075 4.476
C: -1.216 -0.652 5.259
Br: -2.468 0.742 5.802
H: 0.342 0.840 4.911
H: 0.739 -0.810 4.376
H: -0.863 -1.095 6.192
H: -1.789 -1.394 4.702
Br: -1.154 -4.159 6.403
C: 0.383 -4.839 7.390
C: 0.669 -3.994 8.607
Br: 1.551 -2.325 8.115
H: 1.217 -4.885 6.689
H: 0.106 -5.854 7.683
H: 1.371 -4.501 9.271
H: -0.227 -3.726 9.167
Br: -0.336 -4.710 -1.860
C: -0.151 -6.442 -0.984
C: -0.098 -6.292 0.516
Br: 1.651 -5.659 1.101
H: 0.736 -6.918 -1.404
H: -1.037 -7.006 -1.283
H: -0.226 -7.261 1.004
H: -0.837 -5.592 0.908
Br: 11.735 -6.793 -1.866
C: 12.409 -5.120 -2.605
C: 11.562 -3.950 -2.169
Br: 9.891 -3.875 -3.171
H: 12.451 -5.244 -3.688
H: 13.424 -5.026 -2.215
H: 12.067 -3.007 -2.390
H: 11.298 -3.977 -1.112

Below is a structure of composition C35H69FO16TiV in a non-equilibrium geometry, with properties calculated with wB97M-V/def2-TZVPD.

Computed properties:
DFT total energy, eV: -121692.431
2S+1: 6
Total charge: 0

Geometry (Å):
Ti: -2.039 -1.595 0.695
V: 1.024 1.175 -0.956
C: 1.737 3.391 2.560
C: 2.647 2.343 1.947
O: 2.138 1.627 0.872
H: 2.076 3.780 3.520
H: 0.739 3.017 2.787
H: 1.655 4.205 1.839
H: 2.850 1.698 2.802
H: 3.594 2.834 1.725
C: 0.125 2.204 -5.003
C: -0.773 1.345 -3.995
O: -0.239 1.428 -2.686
H: 1.162 1.887 -4.894
H: -0.035 3.265 -4.814
H: -0.128 1.986 -6.040
H: -0.840 0.315 -4.345
H: -1.816 1.624 -4.148
C: 2.677 -1.609 -3.874
C: 3.166 -0.459 -2.965
O: 2.441 -0.194 -1.798
H: 1.634 -1.429 -4.135
H: 2.729 -2.611 -3.448
H: 3.286 -1.604 -4.778
H: 3.313 0.464 -3.526
H: 4.164 -0.810 -2.700
F: -0.325 -0.060 0.086
C: -0.887 6.135 2.726
C: -1.541 5.663 1.386
C: -0.868 6.285 0.138
O: -0.372 5.129 -0.524
C: -0.576 3.982 0.152
O: -0.296 2.844 -0.181
O: -1.272 4.262 1.245
H: -1.443 5.590 3.489
H: -0.946 7.180 3.031
H: 0.118 5.743 2.881
H: -2.618 5.825 1.434
H: -0.124 6.987 0.512
H: -1.568 6.781 -0.534
C: -2.173 -2.589 -3.865
C: -0.919 -3.468 -3.532
C: -0.214 -3.042 -2.270
O: -0.074 -4.276 -1.576
C: -0.618 -5.332 -2.197
O: -0.671 -6.455 -1.703
O: -1.264 -4.851 -3.329
H: -2.993 -2.878 -3.209
H: -2.527 -2.788 -4.877
H: -2.068 -1.504 -3.857
H: -0.184 -3.310 -4.322
H: -0.772 -2.308 -1.688
H: 0.750 -2.594 -2.510
C: -3.845 -4.940 -0.828
C: -3.170 -4.605 0.459
O: -3.164 -3.411 0.815
C: -2.639 -5.701 1.337
H: -3.214 -5.676 -1.327
H: -3.836 -4.074 -1.490
H: -4.876 -5.252 -0.663
H: -3.463 -6.341 1.653
H: -2.213 -5.266 2.241
H: -1.893 -6.260 0.772
C: -0.158 -0.105 5.669
C: 1.205 -0.285 6.325
O: 1.533 -1.391 6.669
C: 2.056 0.936 6.491
H: -0.603 0.792 6.098
H: -0.797 -0.934 5.975
H: -0.210 0.081 4.596
H: 2.815 1.075 5.721
H: 2.684 0.721 7.355
H: 1.414 1.776 6.756
C: 4.447 -3.043 -0.274
C: 3.754 -4.445 -0.421
O: 3.747 -5.216 0.573
C: 3.202 -4.845 -1.756
H: 4.947 -2.998 0.693
H: 3.690 -2.261 -0.208
H: 5.055 -2.894 -1.166
H: 2.531 -4.104 -2.191
H: 2.627 -5.764 -1.647
H: 4.023 -5.106 -2.423
C: 4.130 3.900 -2.512
C: 2.620 3.785 -2.436
O: 2.057 2.883 -1.821
C: 1.729 4.789 -3.080
H: 4.365 4.595 -3.318
H: 4.557 2.907 -2.656
H: 4.538 4.400 -1.633
H: 1.632 5.588 -2.345
H: 0.730 4.403 -3.278
H: 2.074 5.067 -4.076
C: -1.866 1.819 3.222
C: -2.958 0.787 3.020
O: -2.918 -0.158 2.249
C: -4.238 1.117 3.797
H: -1.381 1.867 4.197
H: -2.248 2.817 3.008
H: -1.078 1.543 2.522
H: -4.135 2.106 4.244
H: -4.418 0.386 4.586
H: -5.053 1.008 3.082
C: 1.684 -2.257 1.222
C: 0.689 -2.674 2.212
O: -0.499 -2.646 2.025
C: 1.395 -2.982 3.573
H: 2.567 -2.874 1.390
H: 1.893 -1.200 1.386
H: 1.241 -2.414 0.239
H: 0.784 -3.275 4.427
H: 1.879 -2.067 3.914
H: 2.115 -3.748 3.284
C: -3.526 1.177 -0.709
C: -3.712 -0.052 -1.598
O: -3.317 -1.159 -1.167
C: -4.279 0.109 -3.000
H: -4.450 1.546 -0.265
H: -2.993 1.896 -1.332
H: -2.877 0.874 0.113
H: -3.714 0.913 -3.470
H: -5.325 0.374 -2.844
H: -4.178 -0.841 -3.525

Below is a cluster of 3 separate species, C35H69I2N2O4S in total in a non-equilibrium geometry, with properties calculated with wB97M-V/def2-TZVPD.

Computed properties:
DFT total energy, eV: -75602.901
Total charge: +1
Energy relative to the best compared isomer or geometry (same formula, charge and spin), eV: 8.668

Geometry (Å):
C: -1.068 0.559 3.813
C: -0.378 0.281 2.712
C: 0.142 0.159 1.209
C: 0.174 1.570 0.384
C: 0.479 2.874 1.280
C: 2.119 2.962 1.429
C: 2.747 4.295 0.768
C: 4.362 4.425 0.997
C: 2.373 4.547 -0.779
C: 2.938 3.458 -1.827
C: 3.080 4.197 -3.252
C: 3.189 3.581 -4.540
C: 2.938 4.532 -5.851
C: 3.579 2.054 -4.852
C: -1.071 1.648 -0.621
S: -1.114 3.244 -1.667
O: -2.388 1.518 -0.081
C: -2.776 2.478 0.912
C: -4.363 2.902 0.865
C: -4.562 3.898 2.157
N: -0.938 0.572 -1.688
C: -0.241 -0.705 -1.195
O: 1.052 -0.629 -1.750
C: 2.269 -0.879 -1.116
C: 3.449 -0.761 -2.264
C: 3.208 -1.741 -3.520
C: 4.919 -0.826 -1.605
C: 5.606 0.651 -1.394
C: 5.013 -1.567 -0.177
C: -0.523 -1.078 0.337
N: 0.210 -2.397 0.597
C: -2.026 -1.460 0.772
I: -3.507 -1.631 -0.884
C: -2.232 -2.880 1.539
C: -3.846 -3.149 1.796
I: -1.404 -3.020 3.557
H: -1.709 0.431 4.773
H: 1.271 -0.124 1.328
H: 1.122 1.494 -0.300
H: 0.205 3.883 0.758
H: -0.056 2.922 2.294
H: 2.293 3.064 2.581
H: 2.650 1.989 1.122
H: 2.291 5.192 1.364
H: 4.956 4.181 0.041
H: 4.693 3.838 1.926
H: 4.554 5.558 1.203
H: 1.233 4.720 -0.964
H: 2.869 5.565 -1.073
H: 2.187 2.572 -1.959
H: 3.951 3.023 -1.502
H: 3.043 5.361 -3.240
H: 3.879 4.366 -6.522
H: 2.780 5.635 -5.579
H: 2.053 4.073 -6.443
H: 4.534 1.683 -4.328
H: 3.716 1.841 -5.985
H: 2.670 1.403 -4.516
H: -1.309 4.337 -0.829
H: -2.649 1.973 1.961
H: -2.189 3.460 0.966
H: -5.042 1.976 0.925
H: -4.486 3.532 -0.087
H: -4.484 3.237 3.094
H: -3.625 4.593 2.145
H: -5.539 4.503 2.084
H: -1.819 0.384 -2.201
H: -0.319 1.025 -2.413
H: -0.751 -1.554 -1.831
H: 2.651 -0.137 -0.295
H: 2.367 -1.990 -0.766
H: 3.323 0.327 -2.674
H: 3.233 -2.864 -3.278
H: 2.231 -1.454 -4.091
H: 4.067 -1.525 -4.280
H: 5.617 -1.381 -2.341
H: 5.197 1.205 -0.473
H: 6.739 0.460 -1.256
H: 5.490 1.309 -2.329
H: 6.087 -1.730 0.195
H: 4.438 -2.584 -0.204
H: 4.449 -0.936 0.630
H: 1.147 -2.228 0.989
H: 0.254 -2.837 -0.339
H: -2.560 -0.673 1.448
H: -1.931 -3.802 0.891
H: -4.440 -2.178 1.944
H: -3.975 -3.740 2.795
H: -4.295 -3.860 0.993
C: -1.148 -7.097 -2.595
C: -1.871 -5.868 -2.068
C: -3.252 -5.729 -2.690
O: -1.100 -4.703 -2.361
H: -1.004 -7.032 -3.679
H: -0.152 -7.178 -2.149
H: -1.706 -8.010 -2.372
H: -1.963 -5.934 -0.980
H: -3.183 -5.615 -3.777
H: -3.756 -4.834 -2.311
H: -3.874 -6.601 -2.469
H: -1.013 -4.636 -3.323
C: -4.796 -1.381 5.892
C: -5.505 -2.673 6.269
C: -5.191 -3.078 7.701
O: -5.097 -3.712 5.382
H: -3.709 -1.497 5.959
H: -5.022 -1.108 4.856
H: -5.101 -0.558 6.545
H: -6.585 -2.548 6.151
H: -4.118 -3.253 7.831
H: -5.697 -4.014 7.954
H: -5.507 -2.307 8.408
H: -4.142 -3.830 5.480